# 1
C27H30IN7O2S2V | ωB97M-V/def2-TZVPD

CARTESIAN COORDINATES (ANGSTROEM)
V 0.62 -0.44 -0.52
O 2.33 -1.61 -0.33
C 3.23 -1.63 0.60
C 4.03 -2.80 0.75
C 5.03 -2.89 1.69
C 5.30 -1.82 2.54
C 4.54 -0.68 2.43
C 3.51 -0.56 1.49
C 2.74 0.68 1.43
N 1.79 0.97 0.56
C 1.32 2.24 0.86
C 2.01 2.72 1.92
N 2.91 1.74 2.26
H 3.81 -3.62 0.08
H 5.61 -3.81 1.76
H 6.09 -1.89 3.28
H 4.76 0.14 3.10
H 0.53 2.69 0.29
H 1.95 3.66 2.45
H 3.55 1.76 3.04
C -4.21 0.77 3.66
C -4.00 -0.64 3.12
N -2.58 -0.97 2.96
C -1.96 -1.69 4.06
C -2.08 -3.20 3.89
C -1.92 -0.62 1.84
S -0.28 -1.12 1.69
N -2.67 0.08 0.96
C -2.25 0.61 -0.17
O -1.09 0.59 -0.68
C -3.29 1.34 -0.96
C -4.64 1.27 -0.62
C -5.59 1.94 -1.38
C -5.19 2.70 -2.47
C -3.85 2.79 -2.81
C -2.90 2.10 -2.06
H -5.27 0.97 3.80
H -3.81 1.50 2.95
H -3.71 0.90 4.62
H -4.50 -0.76 2.17
H -4.41 -1.37 3.82
H -2.46 -1.37 4.97
H -0.92 -1.40 4.13
H -3.12 -3.51 3.80
H -1.65 -3.71 4.76
H -1.54 -3.52 3.00
H -4.94 0.68 0.23
H -6.64 1.88 -1.12
H -5.93 3.24 -3.06
H -3.53 3.39 -3.65
H -1.85 2.16 -2.30
I 3.68 -2.35 -5.37
C 1.88 -1.63 -4.61
C 0.82 -1.33 -5.45
C -0.34 -0.82 -4.88
C -0.38 -0.62 -3.51
N 0.65 -0.92 -2.71
C 1.76 -1.43 -3.24
H 0.90 -1.48 -6.52
H -1.19 -0.57 -5.49
H -1.25 -0.19 -3.03
H 2.55 -1.68 -2.54
N 3.71 1.22 -3.75
C 3.09 1.83 -2.71
N 3.83 1.94 -1.59
S 1.52 2.36 -2.82
H 4.71 1.06 -3.75
H 3.24 1.24 -4.64
H 4.61 1.32 -1.44
H 3.30 2.19 -0.76

## Properties
- energy above the lowest of the compared OMol25 structures with the same formula, charge and spin (eV) = 0.771
- LUMO energy (spin up / spin down) (eV) = 0.3 / 0.3
- molecular weight (g mol⁻¹) = 726.6
- gap between HOMO and LUMO (spin up / spin down) (eV) = 6.7 / 7.6
- spin multiplicity = 4
- net charge = 0

# 2
C32H88N8O8 | ωB97M-V/def2-TZVPD

CARTESIAN COORDINATES (ANGSTROEM)
C 0.30 -0.48 3.58
O 1.09 -1.65 3.37
C 0.26 -2.78 3.13
C 1.22 -3.95 2.92
C 2.10 -3.72 1.69
N 0.46 -5.19 2.69
H -0.58 -0.69 4.19
H -0.02 -0.14 2.59
H 0.88 0.30 4.07
H -0.44 -2.97 3.94
H -0.31 -2.63 2.20
H 1.95 -4.06 3.72
H 2.84 -4.52 1.59
H 2.67 -2.79 1.84
H 1.58 -3.49 0.75
H -0.18 -5.03 1.91
H 1.08 -5.87 2.27
C -3.29 0.86 2.33
O -4.40 0.00 2.58
C -4.73 -0.86 1.52
C -4.76 -2.31 2.10
C -3.38 -2.67 2.64
N -5.15 -3.25 1.04
H -2.44 0.16 2.34
H -3.26 1.58 3.15
H -3.36 1.38 1.38
H -5.70 -0.63 1.05
H -4.01 -0.81 0.70
H -5.48 -2.33 2.92
H -2.63 -2.82 1.86
H -3.45 -3.54 3.28
H -2.94 -1.87 3.24
H -4.62 -3.05 0.19
H -6.11 -2.99 0.79
C 2.95 0.43 1.25
O 1.61 0.74 0.91
C 1.02 -0.09 -0.06
C -0.21 0.55 -0.64
C -0.87 -0.27 -1.75
N 0.09 1.92 -1.12
H 2.97 -0.54 1.75
H 3.26 1.24 1.90
H 3.62 0.45 0.38
H 1.74 -0.45 -0.81
H 0.74 -1.05 0.42
H -0.94 0.70 0.17
H -0.16 -0.86 -2.32
H -1.46 0.33 -2.43
H -1.53 -0.99 -1.27
H -0.77 2.45 -0.95
H 0.81 2.23 -0.47
C -3.61 -2.53 -2.84
O -2.34 -3.03 -2.47
C -2.40 -4.09 -1.54
C -1.01 -4.28 -0.94
C 0.04 -4.45 -2.05
N -0.92 -5.41 -0.02
H -3.50 -1.72 -3.56
H -4.13 -2.13 -1.96
H -4.18 -3.37 -3.25
H -3.11 -4.00 -0.71
H -2.76 -4.98 -2.08
H -0.77 -3.38 -0.37
H 0.93 -4.86 -1.55
H 0.25 -3.53 -2.59
H -0.16 -5.30 -2.71
H -1.04 -6.25 -0.60
H -1.78 -5.49 0.52
C -3.46 2.82 -1.07
O -2.34 2.89 -0.19
C -2.12 4.25 0.15
C -0.86 4.47 1.00
C -0.80 3.57 2.27
N -0.87 5.86 1.46
H -3.20 3.25 -2.04
H -4.32 3.31 -0.62
H -3.66 1.76 -1.22
H -2.04 4.84 -0.77
H -2.99 4.66 0.69
H 0.05 4.36 0.40
H -1.45 4.03 3.03
H 0.16 3.64 2.78
H -1.08 2.53 2.10
H -0.23 6.06 2.22
H -1.79 5.98 1.89
C 4.80 -0.29 -2.77
O 4.92 1.09 -2.56
C 3.67 1.74 -2.69
C 3.70 3.24 -2.46
C 4.05 3.67 -1.04
N 2.37 3.75 -2.83
H 4.43 -0.53 -3.77
H 4.11 -0.78 -2.07
H 5.76 -0.76 -2.58
H 3.34 1.55 -3.72
H 2.90 1.25 -2.07
H 4.40 3.65 -3.20
H 4.42 4.70 -1.01
H 4.88 3.07 -0.65
H 3.26 3.59 -0.30
H 1.62 3.21 -2.41
H 2.28 4.70 -2.49
C -0.53 2.82 -4.33
O -0.39 2.56 -5.72
C -1.59 2.04 -6.29
C -1.59 2.23 -7.79
C -1.55 3.67 -8.29
N -2.74 1.59 -8.40
H 0.34 2.48 -3.79
H -1.41 2.33 -3.91
H -0.68 3.89 -4.12
H -1.66 0.98 -6.02
H -2.48 2.50 -5.85
H -0.71 1.72 -8.20
H -2.45 4.18 -7.94
H -1.50 3.77 -9.37
H -0.71 4.17 -7.80
H -2.68 0.57 -8.43
H -3.60 1.61 -7.84
C 4.62 -2.69 4.75
O 5.14 -1.96 5.84
C 4.23 -1.11 6.52
C 3.19 -0.38 5.66
C 3.90 0.69 4.81
N 2.20 0.35 6.45
H 3.65 -3.13 4.97
H 5.33 -3.46 4.44
H 4.50 -2.02 3.89
H 3.68 -1.77 7.20
H 4.82 -0.46 7.17
H 2.66 -1.10 5.02
H 4.50 0.19 4.05
H 4.52 1.31 5.46
H 3.16 1.36 4.36
H 1.66 -0.23 7.08
H 2.69 0.98 7.08

## Properties
- energy above the lowest of the compared OMol25 structures with the same formula, charge and spin (eV) = 1.862
- LUMO energy (eV) = 0.3
- molecular weight (g mol⁻¹) = 713.1
- gap between HOMO and LUMO (eV) = 9.1
- net charge = 0

# 3
C17H15FIN5O2 | ωB97M-V/def2-TZVPD

CARTESIAN COORDINATES (ANGSTROEM)
O -0.83 -1.28 3.21
F -1.43 0.14 -3.49
I -6.64 -0.56 -2.56
N 1.79 2.50 -1.06
N 2.29 2.75 -2.24
O 1.76 0.68 -2.16
C -0.19 -0.77 2.32
C 1.47 1.25 -1.02
C 2.00 1.73 -2.91
C 1.01 0.49 0.13
C 0.27 -0.71 0.02
C 0.63 0.46 2.51
C 1.30 1.02 1.53
C -4.04 -1.81 -0.86
C -3.62 -0.44 -2.74
C -2.70 -1.70 -0.51
C -2.23 -0.46 -2.58
C -4.50 -1.15 -2.02
C -1.76 -1.08 -1.42
N 2.37 1.52 -4.24
N -0.31 -1.14 -1.19
N 0.01 -1.47 1.12
C 0.41 -2.85 1.18
C 0.95 0.96 3.86
C 2.29 2.01 2.15
C 2.28 1.71 3.66
H -4.71 -2.33 -0.19
H -4.17 0.06 -3.61
H -2.27 -2.22 0.30
H 2.71 2.33 -4.77
H 2.64 0.58 -4.45
H 0.16 -0.68 -2.02
H 1.04 -3.03 0.35
H -0.50 -3.48 0.91
H 0.93 -3.10 2.10
H 0.98 0.10 4.62
H 0.05 1.61 4.18
H 1.96 3.03 1.85
H 3.26 1.75 1.69
H 3.12 1.02 4.02
H 2.23 2.56 4.31

## Properties
- LUMO energy (eV) = -0.3
- molecular weight (g mol⁻¹) = 467.2
- gap between HOMO and LUMO (eV) = 7.6
- net charge = 0